ORCA calculation (ωB97M-V/def2-TZVPD) on a gas-phase ion, C12H13N2O (charge +1).

Summary:
Total charge ... +1
SMILES ... C[C@@H]1C[C@@H]2N=C[NH+]=C2c2ccccc2O1
LUMO energy ... -4.81 eV
Relative energy (zero: lowest compared OMol25 entry of this formula, charge and spin) ... 2.675 eV
HOMO-LUMO gap ... 8.19 eV

Last column: Mulliken charge in e.
Atoms and positions in Å:
C1 -2.310 1.347 1.345  -1.477
C2 -0.835 1.600 1.171  0.525
C3 -0.473 1.985 -0.273  -1.126
C4 0.999 1.621 -0.787  0.478
N1 1.327 2.230 -2.020  -0.571
C5 1.488 1.331 -2.885  -0.423
N2 1.329 0.030 -2.347  -0.076
C6 1.094 0.109 -1.051  0.367
C7 0.766 -0.901 -0.139  0.698
C8 0.922 -2.298 -0.494  -0.944
C9 0.679 -3.346 0.317  -0.916
C10 -0.032 -3.050 1.484  -0.148
C11 -0.360 -1.760 1.813  -0.421
C12 0.170 -0.650 1.123  0.718
O1 0.049 0.497 1.656  -0.455
H1 -2.784 2.004 0.692  0.456
H2 -2.466 1.431 2.361  0.413
H3 -2.475 0.351 0.975  0.394
H4 -0.521 2.491 1.973  0.290
H5 -1.249 1.703 -0.974  0.418
H6 -0.453 3.090 -0.338  0.384
H7 1.809 1.879 -0.107  0.390
H8 1.581 1.472 -3.862  0.522
H9 1.448 -0.831 -2.917  0.273
H10 1.292 -2.651 -1.458  0.195
H11 0.513 -4.269 -0.136  0.375
H12 -0.513 -3.869 2.138  0.321
H13 -0.996 -1.544 2.741  0.342